1.
ORCA calculation (wB97M-V/def2-TZVPD) on an isolated molecule of C4H4F5OP.

Structure (ORCA input):
```
! wB97M-V def2-TZVPD RIJCOSX def2/J DEFGRID3
* xyz 0 1
C 0.542 0.512 1.234
C -0.191 1.427 0.444
C -1.682 1.559 0.715
C 0.006 -0.188 -1.356
O 0.017 -0.560 1.431
F -2.350 0.432 0.653
F -2.338 2.362 -0.171
F -1.854 2.112 1.954
F -1.145 0.282 -1.860
F 0.959 0.167 -2.180
P 0.142 -1.649 -0.348
H 1.529 0.593 1.642
H 0.317 2.335 0.046
H -1.174 -1.736 -0.443
H 0.170 -2.543 -1.559
*
```

As for the HOMO energy (spin up / spin down): -9.376 / -9.376 eV. As for the SMILES: FC(F)=[PH2]O/C=C\C(F)(F)F. The value obtained for the relative energy (zero: lowest compared OMol25 entry of this formula, charge and spin) is 325.69 kJ/mol.

2.
ORCA calculation (wB97M-V/def2-TZVPD) on C28H26BF3MoN9OS3 as an isolated structure.

Structure (ORCA input):
```
! wB97M-V def2-TZVPD RIJCOSX def2/J DEFGRID3
* xyz -1 3
Mo -1.132 0.210 -0.203
C -2.164 2.550 -3.305
C -0.913 2.636 -2.503
C 0.288 3.214 -2.921
C 1.135 3.153 -1.830
C 2.562 3.558 -1.773
N 0.453 2.572 -0.825
N -0.788 2.235 -1.237
B 0.804 2.474 0.660
N -0.503 2.632 1.475
N -1.533 1.766 1.358
C -2.383 2.015 2.355
C -3.613 1.251 2.693
C -1.890 3.073 3.121
C -0.684 3.423 2.548
C 0.302 4.434 3.018
N 1.349 1.095 1.093
N 0.465 0.239 1.639
C 1.152 -0.686 2.305
C 0.508 -1.668 3.219
C 2.517 -0.449 2.138
C 2.603 0.688 1.352
C 3.801 1.312 0.747
H -2.218 3.410 -3.970
H -3.045 2.548 -2.664
H -2.175 1.641 -3.909
H 0.522 3.600 -3.893
H 2.809 4.153 -2.650
H 3.181 2.660 -1.780
H 2.783 4.130 -0.873
H 1.576 3.328 0.948
H -3.940 0.613 1.878
H -4.411 1.946 2.945
H -3.422 0.626 3.566
H -2.348 3.509 3.985
H -0.105 4.972 3.870
H 0.539 5.141 2.227
H 1.228 3.947 3.325
H 0.377 -1.216 4.206
H 1.152 -2.538 3.336
H -0.464 -1.962 2.833
H 3.330 -1.022 2.535
H 4.704 0.900 1.185
H 3.792 2.393 0.851
H 3.784 1.067 -0.317
S -2.065 -0.659 -2.471
C -3.618 -0.041 -2.072
S -3.670 0.662 -0.507
C -4.681 -0.039 -2.958
C -5.909 0.556 -2.652
N -6.930 1.056 -2.465
C -4.565 -0.599 -4.238
N -4.486 -1.048 -5.295
F 2.678 -7.900 -1.803
C 2.994 -7.069 -0.788
F 3.348 -7.861 0.242
F 4.146 -6.462 -1.175
C 1.918 -6.084 -0.466
C 1.699 -5.665 0.844
C 0.784 -4.666 1.099
C 0.092 -4.039 0.054
C 0.297 -4.500 -1.258
C 1.195 -5.509 -1.512
C -0.685 -2.883 0.259
C -1.181 -1.768 0.354
H 2.261 -6.100 1.658
H 0.628 -4.324 2.110
H -0.230 -4.022 -2.070
H 1.362 -5.852 -2.522
O 2.736 0.156 -1.918
S 1.497 -0.649 -2.099
N 0.401 -0.265 -1.108
*
```

As for the expectation value of S²: 2.0755. As for the HOMO energy (spin up / spin down): -5.085 / -5.381 eV. The value obtained for the relative energy (zero: lowest compared OMol25 entry of this formula, charge and spin) is 204.98 kJ/mol.

3.
ORCA calculation (wB97M-V/def2-TZVPD) on a 2-piece molecular cluster, C2H8NO overall.

Structure (ORCA input):
```
! wB97M-V def2-TZVPD RIJCOSX def2/J DEFGRID3
* xyz 1 1
O 2.985 1.300 0.501
H -1.154 -0.327 -1.642
H 3.685 1.244 -0.156
H 3.276 1.962 1.140
C -2.175 -0.688 0.105
C 0.239 -0.308 -0.174
N -0.928 -0.436 -0.650
H -2.407 -1.747 0.062
H -2.957 -0.129 -0.401
H -2.128 -0.262 1.097
H 1.072 0.213 -0.624
H 0.492 -0.821 0.743
*
```

As for the HOMO energy: -15.236 eV. The value obtained for the relative energy (zero: lowest compared OMol25 entry of this formula, charge and spin) is 129.81 kJ/mol.

4.
ORCA calculation (wB97M-V/def2-TZVPD) on C3H4CsO5 as an isolated structure.

Structure (ORCA input):
```
! wB97M-V def2-TZVPD RIJCOSX def2/J DEFGRID3
* xyz 0 2
C -1.126 -2.395 0.294
C 0.042 -2.497 -0.511
O 1.235 -2.384 -0.093
O -2.004 -1.483 0.133
H -1.183 -3.046 1.186
H -0.145 -2.627 -1.597
H -1.363 1.180 0.323
O 0.308 2.939 1.368
C 0.085 2.523 0.126
O 0.963 2.507 -0.729
O -1.141 2.144 -0.084
Cs 3.088 -0.032 -1.884
H 1.241 3.170 1.469
*
```

As for the expectation value of S²: 0.7582. As for the HOMO energy (spin up / spin down): -4.656 / -7.235 eV. The value obtained for the relative energy (zero: lowest compared OMol25 entry of this formula, charge and spin) is 87.90 kJ/mol.

5.
ORCA calculation (wB97M-V/def2-TZVPD) on a 9-piece molecular cluster, C32H85N2O33P8 overall.

Structure (ORCA input):
```
! wB97M-V def2-TZVPD RIJCOSX def2/J DEFGRID3
* xyz 1 1
C 6.790 -4.147 2.128
O 5.716 -4.799 1.467
C 4.481 -4.365 1.948
C 3.338 -4.992 1.141
C 2.188 -5.500 2.031
N 1.266 -4.361 2.282
C 1.485 -3.563 3.305
C 0.679 -2.454 3.555
C -0.345 -2.254 2.655
C -0.477 -3.200 1.643
N 0.271 -4.247 1.413
H 6.515 -3.186 2.567
H 7.236 -4.758 2.913
H 7.556 -3.942 1.383
H 4.381 -4.583 3.025
H 4.392 -3.272 1.868
H 2.894 -4.200 0.537
H 3.680 -5.761 0.454
H 2.551 -5.866 2.986
H 1.625 -6.277 1.526
H 2.315 -3.784 3.959
H 0.876 -1.784 4.376
H -1.019 -1.414 2.722
H -1.287 -3.064 0.938
C 2.485 0.393 -4.638
O 1.254 0.377 -3.877
P 1.239 -0.453 -2.494
O 1.365 -1.869 -2.915
O -0.248 -0.028 -2.085
C -1.285 0.246 -3.037
O 1.677 -0.444 -0.927
C 1.999 -1.707 -0.362
H 2.353 1.103 -5.449
H 3.322 0.711 -4.020
H 2.676 -0.597 -5.050
H -1.405 -0.588 -3.728
H -1.083 1.168 -3.575
H -2.213 0.370 -2.485
H 2.875 -2.145 -0.836
H 1.145 -2.377 -0.444
H 2.229 -1.544 0.697
C -4.545 2.364 3.807
O -3.332 2.205 3.036
P -2.686 3.554 2.399
O -3.640 3.981 1.355
O -1.416 2.759 1.780
C -1.454 1.393 1.410
O -1.739 4.803 2.709
C -1.944 6.018 1.975
H -4.763 1.406 4.272
H -4.418 3.114 4.585
H -5.367 2.643 3.149
H -2.301 1.172 0.759
H -1.480 0.774 2.310
H -0.534 1.171 0.867
H -2.922 6.446 2.177
H -1.821 5.836 0.910
H -1.179 6.713 2.315
C 2.501 6.062 1.209
O 2.746 4.657 1.016
P 4.306 4.182 0.845
O 4.597 4.769 -0.496
O 3.946 2.614 0.795
C 2.666 2.132 0.391
O 5.834 3.805 1.330
C 6.900 4.068 0.415
H 1.446 6.177 1.443
H 3.091 6.452 2.037
H 2.733 6.606 0.295
H 2.376 2.546 -0.575
H 1.915 2.362 1.146
H 2.742 1.056 0.302
H 7.012 5.131 0.226
H 6.739 3.530 -0.516
H 7.805 3.699 0.897
C -7.372 0.705 -4.174
O -6.444 1.687 -4.670
P -5.602 2.533 -3.573
O -6.613 3.378 -2.897
O -4.736 3.331 -4.665
C -5.223 3.638 -5.971
O -4.338 2.429 -2.599
C -4.333 3.150 -1.357
H -7.744 0.138 -5.023
H -6.879 0.023 -3.481
H -8.206 1.201 -3.679
H -6.188 4.141 -5.919
H -5.293 2.738 -6.578
H -4.500 4.310 -6.429
H -5.110 2.787 -0.691
H -4.448 4.216 -1.533
H -3.367 2.972 -0.892
C -11.366 -0.958 -1.389
O -11.536 0.260 -2.136
P -13.036 0.587 -2.679
O -13.285 -0.459 -3.697
O -12.637 2.017 -3.287
C -11.333 2.318 -3.777
O -14.455 1.142 -2.204
C -15.638 0.624 -2.823
H -10.357 -0.954 -0.985
H -12.076 -1.016 -0.564
H -11.490 -1.817 -2.047
H -11.006 1.578 -4.508
H -10.623 2.386 -2.955
H -11.387 3.288 -4.265
H -15.757 -0.439 -2.627
H -15.613 0.813 -3.893
H -16.475 1.160 -2.380
C 10.621 -10.960 5.678
O 10.925 -9.553 5.578
P 9.850 -8.612 4.817
O 9.906 -9.051 3.405
O 10.640 -7.249 5.116
C 12.059 -7.189 5.266
O 8.438 -7.874 5.019
C 7.585 -7.735 3.886
H 11.366 -11.408 6.329
H 9.633 -11.117 6.109
H 10.677 -11.421 4.693
H 12.560 -7.653 4.417
H 12.370 -7.657 6.196
H 12.329 -6.136 5.301
H 7.259 -8.703 3.512
H 8.087 -7.171 3.104
H 6.704 -7.182 4.216
C 4.824 7.926 4.064
O 5.361 6.611 4.316
P 5.816 6.283 5.847
O 6.980 7.165 6.076
O 6.199 4.755 5.536
C 6.664 4.323 4.259
O 5.226 5.883 7.277
C 5.896 6.360 8.451
H 4.446 7.934 3.045
H 4.006 8.153 4.748
H 5.610 8.672 4.163
H 7.509 4.926 3.924
H 5.884 4.343 3.514
H 6.997 3.291 4.363
H 5.867 7.445 8.512
H 6.923 6.005 8.465
H 5.356 5.945 9.300
C -2.855 -4.452 -7.689
O -2.758 -3.085 -7.239
P -4.063 -2.144 -7.452
O -4.174 -1.991 -8.918
O -3.416 -0.874 -6.707
C -2.017 -0.610 -6.684
O -5.498 -1.822 -6.824
C -6.554 -1.420 -7.705
H -1.962 -4.970 -7.348
H -3.731 -4.941 -7.267
H -2.898 -4.481 -8.777
H -1.597 -0.612 -7.690
H -1.508 -1.336 -6.053
H -1.879 0.381 -6.253
H -6.808 -2.210 -8.408
H -6.274 -0.514 -8.236
H -7.419 -1.219 -7.075
*
```

As for the HOMO energy: -11.162 eV.

6.
ORCA calculation (wB97M-V/def2-TZVPD) on a 2-piece molecular cluster, C2H2NO3 overall.

Structure (ORCA input):
```
! wB97M-V def2-TZVPD RIJCOSX def2/J DEFGRID3
* xyz -1 1
C 0.414 1.341 0.110
C 0.113 -0.263 0.084
N -1.205 -0.788 -0.350
O -0.366 2.087 0.735
O 1.475 1.508 -0.525
O -0.012 -0.848 -1.161
H 0.841 -1.334 1.110
H -1.260 -1.704 -0.003
*
```

As for the HOMO energy: -4.454 eV. The value obtained for the relative energy (zero: lowest compared OMol25 entry of this formula, charge and spin) is 566.29 kJ/mol.

The records above yield molar mass values of 194.04; 764.52; 62.09; 252.97; 1273.81; 88.04 g/mol, respectively.